{"formula": "C5H11N", "method": "ωB97M-V with the def2-TZVPD basis set", "species": ["C", "C", "C", "N", "C", "C", "H", "H", "H", "H", "H", "H", "H", "H", "H", "H", "H"], "coordinates": [[-1.44027, -1.22410, -0.03843], [-0.59631, -0.06617, 0.53100], [-0.87287, 1.32567, -0.22727], [0.78757, -0.54080, 0.62861], [1.58402, -0.57948, -0.58152], [1.81713, 0.45280, 0.45648], [-0.98262, -1.62373, -0.95438], [-1.53913, -2.06124, 0.66841], [-2.44417, -0.87107, -0.28925], [-0.89450, 0.08037, 1.58034], [-1.44701, 1.14763, -1.14179], [-0.04059, 1.98184, -0.54946], [-1.46770, 1.96737, 0.43716], [1.12054, -0.25781, -1.51302], [2.24346, -1.43945, -0.67250], [2.66384, 0.42422, 1.13324], [1.43942, 1.43853, 0.21326]], "forces_ev_per_angstrom": [[-0.019, 0.228, -0.050], [-0.199, 0.448, -0.184], [-0.198, -0.461, 0.099], [-0.112, 0.045, 0.085], [-0.025, -0.101, -0.246], [0.191, 0.245, 0.130], [-0.088, 0.188, 0.153], [0.172, 0.362, -0.117], [0.049, -0.074, 0.041], [0.009, 0.087, -0.320], [-0.065, -0.025, 0.169], [-0.187, -0.748, 0.316], [-0.018, -0.271, -0.224], [0.055, 0.033, 0.091], [-0.073, 0.174, 0.013], [-0.025, -0.117, -0.079], [0.532, -0.014, 0.124]], "nbo_charge": [-0.612, -0.042, -0.661, -0.401, -0.272, -0.258, 0.206, 0.219, 0.207, 0.194, 0.210, 0.211, 0.220, 0.189, 0.204, 0.199, 0.188], "e_above_lowest_kcal_mol": 37.66, "smiles": "CC(C)N1CC1"}

=====

{"formula": "C5H11N", "method": "ωB97M-V with the def2-TZVPD basis set", "species": ["C", "C", "C", "H", "H", "H", "H", "H", "H", "C", "N", "C", "H", "H", "H", "H", "H"], "coordinates": [[-1.50437, -0.99895, -1.24496], [-2.44682, -0.25597, -0.65947], [-2.42978, -0.06132, 0.79824], [-1.13108, -0.92427, -2.25644], [-0.98827, -1.76522, -0.51390], [-2.99492, 0.43552, -1.19856], [-2.97106, 0.83939, 1.15376], [-1.47154, 0.04039, 1.38951], [-2.94085, -0.84285, 1.26742], [2.69072, 0.46947, -1.15116], [2.78767, 1.13072, -0.06769], [2.25942, 0.49273, 1.15094], [2.49994, 1.02674, -2.06438], [2.54835, -0.58127, -1.16812], [1.79220, -0.53794, 1.01887], [2.96196, 0.50552, 1.99028], [1.33844, 1.02731, 1.55568]], "forces_ev_per_angstrom": [[0.617, -1.556, 2.142], [2.930, -0.296, -0.112], [0.040, 1.453, 2.192], [-0.570, -0.341, -0.192], [-0.530, 1.671, -1.711], [-1.117, 1.231, -1.249], [0.031, -0.327, -0.649], [-0.464, -0.377, -1.394], [-0.907, -1.454, 0.978], [-0.627, 1.477, 0.970], [-1.566, -0.197, 0.128], [-1.001, -0.754, 0.595], [1.162, -0.022, -0.334], [-0.460, -1.226, -0.012], [1.112, 0.738, -0.168], [0.077, -0.121, -0.302], [1.270, 0.100, -0.883]], "nbo_charge": [-0.384, -0.187, -0.661, 0.205, 0.180, 0.193, 0.218, 0.217, 0.220, -0.054, -0.391, -0.456, 0.176, 0.137, 0.170, 0.206, 0.211], "e_above_lowest_kcal_mol": 71.57, "smiles": "C=CC.C=NC"}

=====

{"formula": "C5H11N", "method": "ωB97M-V with the def2-TZVPD basis set", "species": ["C", "C", "N", "C", "C", "C", "H", "H", "H", "H", "H", "H", "H", "H", "H", "H", "H"], "coordinates": [[2.09805, -0.69142, -1.13410], [0.78507, -1.19693, -0.53627], [-1.01810, 1.90542, 0.18157], [-0.83681, 0.42871, 0.40412], [-0.46177, -0.41690, -0.72144], [-0.88810, 0.03172, 1.85111], [3.01805, -1.29371, -0.83410], [2.01332, -1.00979, -2.17050], [2.25781, 0.34074, -1.16796], [1.19483, -1.19123, 0.48206], [0.58012, -2.24597, -0.77443], [-0.17314, 2.32981, 0.35421], [-1.00700, 1.87863, -0.94898], [-1.27243, -1.06786, -1.28633], [-0.77663, -0.91288, 2.40896], [-1.13305, 0.91219, 2.53772], [-1.75381, -0.00898, 0.94794]], "forces_ev_per_angstrom": [[0.410, -3.110, -2.490], [1.108, -0.929, 2.305], [-3.376, -3.265, -3.718], [3.900, 1.291, -1.076], [-1.493, -0.637, -0.208], [-0.389, 2.939, -0.244], [-1.186, 0.977, 0.331], [0.309, 0.430, -0.699], [0.167, 1.617, 0.512], [-1.221, -0.391, 0.775], [0.637, -0.001, -0.199], [2.519, 1.000, 0.888], [-0.243, 0.273, 3.242], [1.400, 2.286, 0.755], [-0.029, 0.176, -1.342], [0.605, -1.242, -1.005], [-3.119, -1.414, 2.173]], "nbo_charge": [-0.603, -0.433, -0.829, 0.088, -0.562, -0.410, 0.199, 0.196, 0.204, 0.180, 0.193, 0.365, 0.386, 0.225, 0.253, 0.227, 0.321], "e_above_lowest_kcal_mol": 157.53}

=====

{"formula": "C5H11N", "method": "ωB97M-V with the def2-TZVPD basis set", "species": ["C", "C", "N", "C", "C", "C", "H", "H", "H", "H", "H", "H", "H", "H", "H", "H", "H"], "coordinates": [[-1.47182, 1.40773, 0.72273], [-1.30345, -0.91397, -0.97060], [-0.10908, -0.89307, -0.45626], [0.54588, -1.39635, 0.74494], [0.96556, -0.23452, -0.04541], [2.20134, 0.32287, -0.63039], [-2.18221, 0.71280, 1.18169], [-1.22000, 2.19129, 1.43354], [-1.93545, 1.84254, -0.16737], [-2.05133, -1.55355, -0.52251], [-1.54447, -0.22481, -1.76898], [-0.03173, -1.25562, 1.66584], [1.04527, -2.36372, 0.64951], [-0.50042, 0.93986, 0.47407], [2.74035, 0.89100, 0.13516], [1.98585, 1.00375, -1.45878], [2.86569, -0.47623, -0.98718]], "forces_ev_per_angstrom": [[-0.010, 0.284, 0.183], [0.060, -0.280, -0.306], [0.043, 0.342, 0.177], [-0.026, -0.274, 0.264], [0.126, -0.388, -0.246], [0.092, 0.044, -0.073], [0.227, 0.135, -0.066], [-0.246, 0.209, 0.066], [0.082, 0.010, 0.183], [0.181, -0.067, -0.138], [0.102, -0.193, -0.019], [0.236, 0.010, -0.026], [-0.237, -0.084, -0.076], [-0.627, 0.321, 0.184], [-0.055, -0.085, -0.144], [0.006, -0.109, 0.097], [0.046, 0.124, -0.059]], "nbo_charge": [-0.875, -0.286, -0.205, -0.232, -0.001, -0.641, 0.207, 0.204, 0.206, 0.196, 0.197, 0.177, 0.173, 0.220, 0.229, 0.227, 0.205], "e_above_lowest_kcal_mol": 101.60}